Density functional theory data (wB97M-V/def2-TZVPD) for a molecular structure, C4H9N2.

Computed properties:
Max |F| in eV/A: 4.833
E_HOMO in eV: -13.8
E in eV: -7263.52313
Charge: +1
Frontier orbital gap in eV: 9.5

XYZ file:
```
15
Properties=species:S:1:pos:R:3:mulliken_charge:R:1
C 2.223 0.273 0.042 -0.05
C -1.469 -0.464 0.740 -0.52
C -1.767 -0.095 -0.659 -0.38
C 0.342 0.919 0.057 -0.66
N 2.383 -0.947 -0.115 -0.22
N -0.441 -0.188 -0.197 -0.15
H 2.996 1.070 -0.060 0.36
H -1.700 0.317 1.440 0.29
H -1.689 -1.573 0.898 0.25
H -1.892 -0.925 -1.336 0.29
H -2.311 0.904 -0.800 0.27
H 0.341 1.330 1.050 0.42
H 0.457 1.427 -0.815 0.51
H 3.263 -1.585 -0.239 0.32
H 1.573 -1.616 -0.145 0.29
```



Density functional theory data (wB97M-V/def2-TZVPD) for 2 unconnected molecules or ions with the total composition C4H9N2.

Computed properties:
Max |F| in eV/A: 4.228
E_HOMO in eV: -13.4
E in eV: -7265.12242
Charge: +1
Frontier orbital gap in eV: 8.2

XYZ file:
```
15
Properties=species:S:1:pos:R:3:mulliken_charge:R:1
C -1.633 -0.670 0.228 -0.41
C -0.241 -1.054 0.377 -0.35
C 0.590 0.021 0.290 0.49
C -0.301 1.186 0.171 -0.23
N 1.899 0.152 0.484 -0.51
N -1.563 0.805 0.117 -0.06
H -2.170 -0.841 -0.847 0.28
H -2.393 -1.135 0.937 0.34
H 0.031 -2.136 0.207 0.34
H 1.941 -0.341 -2.229 0.23
H 0.231 2.152 0.104 0.32
H 2.449 -0.565 1.063 0.29
H 2.202 1.081 0.846 0.24
H 1.357 -0.012 -1.911 -0.21
H -2.399 1.358 0.164 0.23
```



Listing relative energy (zero: lowest compared OMol25 entry of this formula, charge and spin) for the structures above in their given order: 445.6; 291.3 kJ/mol.